# 1
Here is a structure of composition C24H39N11NaOSSbSi3 in a non-equilibrium geometry from the OMol25 dataset. Energies are from ωB97M-V/def2-TZVPD.

Computed properties:
Frontier orbital gap ... 6.44 eV
Energy relative to the best compared isomer or geometry (same formula, charge and spin) ... 182.4 kJ/mol
E_HOMO ... -2.63 eV
E_LUMO ... 3.8067 eV
Net charge ... -2

Last column: Mulliken charge in e.
CARTESIAN COORDINATES (ANGSTROEM)
Na -1.43 -0.86 2.02  0.29
N -3.24 0.96 4.08  -0.27
C -2.91 -0.37 3.84  0.45
N -3.62 -1.17 3.04  -0.32
N -2.95 -2.32 3.06  -0.29
N -1.91 -2.20 3.82  -0.31
N -1.85 -0.99 4.33  -0.21
C -2.40 1.90 3.50  0.46
N -2.80 3.12 3.16  -0.98
N -1.71 3.69 2.66  -0.59
N -0.71 2.88 2.70  -0.08
N -1.11 1.71 3.24  -0.08
H -4.20 1.16 3.85  0.29
C 1.42 4.73 -1.95  -1.29
Si 0.25 3.95 -0.60  0.76
C -1.48 4.07 -1.43  -1.32
C 0.28 5.30 0.76  -1.17
Sb 0.50 1.52 0.30  -0.10
Si 2.81 2.14 1.27  0.96
C 2.60 2.75 3.08  -1.26
C 3.97 0.61 1.32  -1.08
C 4.04 3.44 0.52  -1.24
Si 1.46 0.65 -1.93  0.58
C 0.02 0.53 -3.18  -1.09
C 2.06 -1.16 -1.71  -1.06
C 2.89 1.43 -2.98  -1.23
H 1.14 5.77 -2.15  0.41
H 1.36 4.19 -2.88  0.29
H 2.45 4.73 -1.62  0.31
H -1.72 5.08 -1.76  0.36
H -2.24 3.76 -0.73  0.37
H -1.55 3.41 -2.30  0.29
H 0.04 6.29 0.38  0.43
H 1.25 5.34 1.24  0.26
H -0.45 5.05 1.53  0.43
H 1.57 2.61 3.40  0.22
H 2.81 3.81 3.16  0.45
H 3.24 2.22 3.79  0.46
H 3.42 -0.28 1.58  0.12
H 4.77 0.73 2.04  0.42
H 4.42 0.45 0.35  0.31
H 3.61 4.44 0.53  0.30
H 4.27 3.20 -0.51  0.23
H 4.98 3.47 1.07  0.39
H -0.81 -0.01 -2.72  0.22
H 0.28 0.00 -4.10  0.36
H -0.35 1.51 -3.46  0.32
H 1.31 -1.71 -1.16  0.18
H 2.99 -1.21 -1.15  0.34
H 2.21 -1.66 -2.67  0.42
H 2.56 2.34 -3.47  0.31
H 3.23 0.75 -3.76  0.40
H 3.74 1.67 -2.36  0.25
N 0.89 -0.11 3.58  1.02
C 1.57 -0.68 4.58  -0.67
C 2.13 -1.83 4.08  -0.75
C 1.70 -1.87 2.75  -0.68
N 0.95 -0.82 2.47  -0.15
H 0.22 0.68 3.61  0.03
H 1.60 -0.25 5.56  0.47
H 2.74 -2.54 4.60  0.46
H 1.91 -2.60 1.99  0.47
C -2.63 -7.53 -2.86  -0.73
C -3.37 -7.51 -4.16  0.61
O -3.57 -8.50 -4.84  -0.61
S -4.02 -5.96 -4.72  -0.15
C -3.37 -4.75 -3.58  -0.55
C -4.06 -4.43 -2.41  -0.10
C -3.53 -3.52 -1.52  -0.60
C -2.30 -2.89 -1.79  0.25
C -1.63 -3.22 -2.98  -0.51
C -2.16 -4.13 -3.87  -0.08
C -1.75 -1.95 -0.90  -1.08
C -1.18 -1.09 -0.23  0.15
H -3.05 -8.31 -2.23  0.29
H -2.68 -6.57 -2.35  0.23
H -1.58 -7.77 -3.04  0.24
H -5.01 -4.91 -2.21  0.40
H -4.05 -3.29 -0.60  0.51
H -0.69 -2.73 -3.20  0.41
H -1.63 -4.37 -4.78  0.41

# 2
Here is a structure of composition C30H38Br3F5N5O4SSbSiYb in a non-equilibrium geometry from the OMol25 dataset. Energies are from ωB97M-V/def2-TZVPD.

Computed properties:
Frontier orbital gap (spin up / spin down) ... 6.03 / 6.54 eV
Energy relative to the best compared isomer or geometry (same formula, charge and spin) ... 0.0 kJ/mol
Spin multiplicity ... 2
<S²> ... 0.771
E_HOMO (spin up / spin down) ... -9.19 / -9.58 eV
E_LUMO (spin up / spin down) ... -3.1530 / -3.0398 eV
Net charge ... +1

Last column: Mulliken charge in e.
CARTESIAN COORDINATES (ANGSTROEM)
Yb -0.22 0.71 -1.09  0.96
O -0.02 -3.32 2.22  -0.48
C -0.34 -2.34 1.35  0.24
O -0.09 -1.13 1.64  0.07
C -0.92 -2.72 0.13  0.80
C -1.12 -4.04 -0.29  -1.33
C -1.69 -4.28 -1.52  -1.03
C -2.20 -3.25 -2.31  -0.84
C -1.96 -1.97 -1.86  0.39
N -1.22 -1.70 -0.77  1.11
C -2.45 -0.83 -2.67  0.00
O -3.44 -1.16 -3.49  -0.49
O -1.89 0.30 -2.64  -0.31
H -0.02 -4.19 1.80  0.29
H -0.95 -4.92 0.36  0.38
H -1.73 -5.34 -1.82  0.41
H -2.67 -3.42 -3.26  0.57
H -3.66 -0.43 -4.12  0.45
Br -1.18 2.89 1.50  0.02
C 0.13 4.25 0.77  -0.76
Br 1.78 3.57 -0.08  -0.01
H 0.39 4.89 1.63  0.49
H -0.43 4.82 0.05  0.35
C 4.94 1.66 1.65  -0.98
C 4.89 0.13 1.77  -0.31
C 3.86 -0.46 0.82  0.20
N 2.71 0.10 0.54  -0.47
N 2.01 -0.52 -0.49  0.38
C 2.68 -1.56 -0.96  -0.04
N 2.31 -2.33 -2.00  -0.20
S 4.20 -1.95 -0.10  -0.25
H 5.47 2.10 2.52  0.39
H 3.93 2.11 1.59  0.10
H 5.49 1.90 0.74  0.31
H 4.59 -0.19 2.78  0.03
H 5.86 -0.33 1.54  0.46
H 1.51 -1.99 -2.53  0.01
H 2.95 -2.97 -2.45  0.26
F 3.33 1.76 -2.06  -0.32
C 2.90 1.06 -3.13  -0.23
C 1.60 0.73 -3.36  0.49
C 1.14 0.18 -4.56  -0.18
F -0.14 0.13 -4.90  -0.35
C 2.07 -0.36 -5.46  0.42
F 1.62 -1.11 -6.50  -0.32
C 3.42 -0.21 -5.11  0.40
F 4.36 -0.76 -5.92  -0.34
C 3.86 0.55 -4.03  0.19
F 5.19 0.68 -3.72  -0.35
C 1.82 0.14 5.68  -1.22
Si 1.26 -1.21 4.50  0.52
C -0.34 -1.92 5.25  -1.00
C 2.68 -2.37 4.11  -0.93
C 0.68 -0.39 2.93  0.13
H 2.63 -0.20 6.35  0.35
H 0.98 0.47 6.32  0.33
H 2.18 1.00 5.10  0.33
H -0.57 -1.39 6.21  0.33
H -0.25 -2.96 5.48  0.39
H -1.23 -1.81 4.63  0.12
H 3.62 -1.96 4.52  0.33
H 2.79 -2.54 3.02  0.18
H 2.58 -3.36 4.61  0.41
H 1.47 0.14 2.35  0.03
H -0.07 0.39 3.17  0.14
C -4.01 -1.85 1.76  -1.16
Sb -3.50 0.07 0.83  0.34
C -4.04 1.48 2.40  -1.39
C -5.28 0.28 -0.39  -1.20
H -5.05 -1.80 2.08  0.51
H -3.37 -2.05 2.64  0.24
H -3.85 -2.63 0.99  0.31
H -5.05 1.25 2.78  0.42
H -4.05 2.50 1.96  0.42
H -3.27 1.43 3.21  0.36
H -6.00 0.84 0.24  0.44
H -5.76 -0.70 -0.65  0.41
H -5.07 0.87 -1.31  0.23
Br -5.14 3.96 -2.70  -0.16
C -3.24 3.97 -2.70  -0.51
C -2.59 4.76 -3.68  -0.28
C -1.23 4.54 -3.84  -1.11
C -0.59 3.60 -3.07  -0.38
N -1.20 2.92 -2.09  0.55
C -2.50 3.11 -1.89  0.21
H -3.13 5.51 -4.22  0.48
H -0.66 5.13 -4.54  0.47
H 0.47 3.42 -3.18  0.41
H -2.99 2.59 -1.07  0.39

# 3
Here is the molecule C4H8N2O from the OMol25 dataset. Energies are from ωB97M-V/def2-TZVPD.

Computed properties:
Frontier orbital gap ... 10.36 eV
Energy relative to the best compared isomer or geometry (same formula, charge and spin) ... 355.3 kJ/mol
E_HOMO ... -9.41 eV
E_LUMO ... 0.9506 eV

Last column: Mulliken charge in e.
CARTESIAN COORDINATES (ANGSTROEM)
N 0.62 -1.44 -1.59  -0.70
C 0.65 -0.28 -0.73  0.35
C -0.45 0.78 -0.98  -0.73
C -0.45 1.11 0.52  -0.42
O -0.73 -0.24 2.66  -0.38
C 0.14 -0.26 0.72  0.27
N 0.00 -1.02 1.73  -0.62
H 0.70 -1.10 -2.55  0.26
H 1.43 -2.03 -1.45  0.26
H 1.63 0.24 -0.71  0.22
H -1.37 0.24 -1.22  0.29
H -0.26 1.58 -1.69  0.33
H -1.39 1.32 1.02  0.30
H 0.29 1.86 0.82  0.24
H -0.80 -0.76 3.46  0.33

# 4
Here is the molecule C9H13N2PS2 in a non-equilibrium geometry from the OMol25 dataset. Energies are from ωB97M-V/def2-TZVPD.

Computed properties:
Frontier orbital gap ... 8.51 eV
Energy relative to the best compared isomer or geometry (same formula, charge and spin) ... 57.0 kJ/mol
E_HOMO ... -7.90 eV
E_LUMO ... 0.6024 eV

Last column: Mulliken charge in e.
CARTESIAN COORDINATES (ANGSTROEM)
C 3.15 1.48 -0.66  -0.38
C 3.32 1.24 0.71  -0.61
C 2.33 0.70 -1.40  -0.68
C 2.69 0.13 1.31  -0.42
C 1.63 -0.34 -0.83  0.57
C 1.92 -0.66 0.53  0.43
C -3.59 -0.30 1.01  -1.19
C -2.24 0.51 -0.90  -1.51
C -2.27 -0.27 0.38  1.00
N 0.76 -1.13 -1.58  -0.10
N -1.27 0.16 1.29  -0.68
P 0.08 -2.52 -0.80  0.03
S -1.90 -2.10 -0.20  -0.18
S 1.30 -2.26 1.05  -0.23
H 3.59 2.43 -1.08  0.29
H 4.14 1.75 1.22  0.33
H 2.09 1.02 -2.48  0.18
H 3.10 -0.10 2.32  0.32
H -3.49 -0.32 2.23  0.27
H -4.13 0.66 0.70  0.31
H -4.18 -1.22 0.72  0.30
H -2.37 1.63 -0.61  0.33
H -3.03 0.15 -1.43  0.48
H -1.29 0.41 -1.50  0.33
H -0.74 -0.63 1.68  0.36
H 0.83 -0.99 -2.55  0.21
H -0.42 0.56 0.88  0.24